{"formula": "C70H170N10O15", "method": "wB97M-V/def2-TZVPD", "fmax_ha_per_bohr": 0.3297, "homo_energy_ev": -6.11, "species": ["O", "O", "O", "O", "O", "O", "O", "O", "O", "O", "O", "O", "O", "O", "O", "N", "N", "N", "N", "N", "N", "N", "N", "N", "N", "C", "C", "C", "C", "C", "C", "C", "C", "C", "C", "C", "C", "C", "C", "C", "C", "C", "C", "C", "C", "C", "C", "C", "C", "C", "C", "C", "C", "C", "C", "C", "C", "C", "C", "C", "C", "C", "C", "C", "C", "C", "C", "C", "C", "C", "C", "C", "C", "C", "C", "C", "C", "C", "C", "C", "C", "C", "C", "C", "C", "C", "C", "C", "C", "C", "C", "C", "C", "C", "C", "H", "H", "H", "H", "H", "H", "H", "H", "H", "H", "H", "H", "H", "H", "H", "H", "H", "H", "H", "H", "H", "H", "H", "H", "H", "H", "H", "H", "H", "H", "H", "H", "H", "H", "H", "H", "H", "H", "H", "H", "H", "H", "H", "H", "H", "H", "H", "H", "H", "H", "H", "H", "H", "H", "H", "H", "H", "H", "H", "H", "H", "H", "H", "H", "H", "H", "H", "H", "H", "H", "H", "H", "H", "H", "H", "H", "H", "H", "H", "H", "H", "H", "H", "H", "H", "H", "H", "H", "H", "H", "H", "H", "H", "H", "H", "H", "H", "H", "H", "H", "H", "H", "H", "H", "H", "H", "H", "H", "H", "H", "H", "H", "H", "H", "H", "H", "H", "H", "H", "H", "H", "H", "H", "H", "H", "H", "H", "H", "H", "H", "H", "H", "H", "H", "H", "H", "H", "H", "H", "H", "H", "H", "H", "H", "H", "H", "H", "H", "H", "H", "H", "H", "H", "H", "H", "H", "H", "H", "H", "H", "H", "H", "H", "H", "H", "H", "H", "H", "H", "H"], "xyz": [[-0.510577, -1.564534, -1.952323], [2.993126, 3.888827, -0.875872], [-4.205084, 3.351923, 2.910028], [1.362583, 3.748977, 1.212553], [1.811359, -2.050147, -3.824346], [-5.556047, -1.227716, -3.728646], [-0.039999, -1.016669, -3.843545], [4.624850, -3.746869, 1.836283], [-4.291093, 0.277644, -3.582524], [4.879348, 0.133157, 0.181994], [3.699377, -1.246063, -3.194146], [2.712042, -0.985279, 5.936475], [4.912338, 0.444927, -2.816649], [-4.532377, -3.467568, 0.770266], [-2.580453, 4.187055, 3.156583], [5.113994, 1.804316, 1.237092], [3.624209, 0.312193, 3.511417], [4.352461, -1.954363, 3.211798], [-1.525696, -1.688462, -5.163741], [-0.376192, 5.275913, 1.247785], [-0.336094, -0.461836, -1.130287], [4.796402, 1.026904, -4.086816], [-6.164156, -0.684092, -2.572257], [-4.345197, 2.140787, 3.564028], [3.480023, -3.897018, 2.603944], [4.565269, -2.224477, -3.734447], [-2.807469, 0.057026, -1.085477], [4.749147, 2.854052, 0.309871], [-4.815329, 2.215072, 4.999200], [4.363953, 0.180781, -1.162079], [0.181113, 1.569940, 0.886790], [-4.259820, -1.302074, -1.058920], [1.869436, -0.121989, -2.090792], [-3.226757, -3.312729, 1.337805], [1.202458, 1.220034, -0.169445], [6.138835, 1.327845, -4.652675], [-1.746695, 4.823092, 0.767010], [3.672954, 2.003429, -4.120972], [-1.498538, -0.121751, -0.257044], [-2.361830, 3.793504, 1.781708], [1.300797, 0.208845, 2.717415], [-2.969532, 0.063950, -4.097448], [1.198224, 4.121238, 2.525733], [1.699435, -1.162644, 0.143728], [-4.721328, -0.382268, 3.340449], [-6.469609, -0.765623, -0.011702], [-5.337839, -0.330939, 4.725131], [4.314303, -5.987768, 3.553545], [0.175761, 0.181292, -4.569111], [1.692166, 3.845512, -1.494397], [-5.800156, -1.420150, -1.295268], [-6.282096, -2.912203, -1.448296], [3.580913, 2.577706, -5.567289], [-4.524949, 1.635181, -3.364386], [2.327904, 1.180646, -3.918474], [7.085977, 2.152702, -3.706583], [6.867627, 0.080148, -4.990937], [-6.035433, 1.150204, 1.951043], [1.053110, -0.176950, -0.816111], [1.941955, -2.796716, 1.099989], [-3.061883, -2.553568, -3.538909], [-8.054198, 0.495577, -1.408869], [-3.908421, 3.119149, 5.866958], [5.010327, -1.127883, 2.262853], [3.727187, -4.563131, 3.903740], [-1.659800, -1.240213, 0.786624], [4.923760, 3.130401, -6.099263], [3.749985, 3.167775, -3.008317], [-4.608387, 1.035606, 2.591186], [-4.739888, 0.784373, 5.574956], [2.323052, -5.242945, 0.800691], [-7.367719, 1.179159, -3.692412], [-8.538594, -1.135568, -3.246193], [-7.974848, -0.447172, -0.245316], [2.216833, -4.110775, 1.862347], [3.413717, 2.650848, -0.318881], [1.527615, -2.990307, -2.847670], [1.272993, -5.303204, 4.068603], [2.114890, -1.128355, 4.676906], [-1.231209, 1.319275, 0.296231], [4.232095, -0.863828, 0.977393], [1.021463, -4.344456, 2.814623], [2.449603, -4.734000, 4.863386], [-2.845651, -1.396449, -4.559130], [6.289738, -1.812510, 1.932523], [2.226661, 0.235638, 3.955985], [-7.511957, -0.076533, -2.762210], [-3.523006, 0.933083, 1.559984], [-6.271339, 2.758921, 5.129785], [-3.449085, 5.322820, 3.363145], [5.758843, 3.182689, -0.759326], [2.640976, -2.123044, 6.809223], [-1.512265, 4.154508, -0.621374], [4.799309, -3.784023, 4.784004], [5.981116, 2.025910, -6.039703], [0.417018, 4.651253, 1.220777], [7.277750, 1.611069, -2.780317], [7.815001, 0.412899, -5.415032], [-6.634019, 1.927811, -3.393547], [-7.547967, 1.429424, -1.164397], [-5.407179, 1.626571, -2.724301], [6.175610, -0.533251, -5.567975], [2.148407, -3.758565, 5.245340], [4.800387, 3.761245, 0.911922], [2.124788, -6.231678, 1.214491], [-8.329239, 0.085300, 0.637290], [2.406608, -3.579882, -2.587177], [-9.523381, -0.670472, -3.290708], [4.262658, 0.234076, 4.290121], [-2.586700, -2.927571, 0.544049], [-6.166951, 2.087974, 1.411243], [6.154850, -2.791792, 1.473269], [5.387584, 3.806539, -1.572385], [-4.131318, -2.603103, -3.334119], [1.334579, 0.465250, -2.837235], [-5.271934, -1.331756, 5.151883], [-2.887508, 2.919675, 5.541330], [-0.606657, 3.556634, -0.518796], [-8.295704, 1.743306, -3.785559], [1.121276, -2.538883, -1.942578], [1.637295, -2.510663, 6.983770], [4.050764, -1.787079, 0.427094], [3.218500, 1.742617, -6.166781], [3.360773, 0.606700, -1.144482], [4.762529, -4.633758, 1.495564], [4.834047, -4.122773, 5.819441], [-3.597169, 1.754468, 0.847294], [-3.997738, 4.191037, 5.690401], [-1.382941, 4.917862, -1.388622], [-3.711419, 0.490685, 5.784941], [1.055889, -1.341346, 4.822700], [-0.912007, -1.347220, -4.071417], [6.932609, -2.054046, 2.778977], [1.854683, 2.926925, 1.273227], [4.147535, -3.226582, -3.637519], [3.217447, -0.507252, 1.154677], [2.394849, 0.325537, -4.591085], [-5.359033, -1.073004, 2.788782], [2.750730, -1.070325, 0.416429], [-6.114797, -3.283346, -2.459417], [-0.324987, 0.184113, -5.537279], [-6.545114, 3.029973, 6.149440], [-3.430159, 5.606817, 4.415320], [5.025249, -2.069773, 3.956208], [-2.202758, 0.348432, -3.376871], [6.604546, 3.745967, -0.364866], [-7.066632, 0.946618, -4.713865], [1.331369, -2.126931, -0.206670], [-0.254052, -1.190267, -2.798327], [1.186921, -1.009160, 1.093390], [-2.369331, 5.716335, 0.716529], [-2.895399, 0.670707, -4.999922], [-3.980358, 2.985597, 6.946348], [2.996210, -1.828560, 7.796744], [-3.775593, 2.188606, -2.798442], [-4.619962, 2.058516, -4.364311], [4.360412, -0.815780, -1.603628], [1.343967, 1.641313, -4.006534], [6.965741, -1.163954, 1.375313], [2.843841, 0.341119, -1.935343], [3.879206, -0.484829, 2.945879], [-3.309514, 3.413363, 1.400267], [5.060532, 4.002986, -5.460518], [1.193923, 0.552118, -4.687171], [3.403082, 1.921457, -1.128805], [-1.650526, 2.979889, 1.923748], [-7.027560, 2.012667, 4.886193], [-3.635790, -1.696144, -1.861032], [1.994480, -1.116579, -2.518869], [0.332057, -5.407209, 4.608902], [6.890645, 2.520243, -6.380991], [4.020411, 2.797513, -2.019451], [0.283279, 2.610511, 1.194819], [6.002875, 2.210970, -1.188620], [4.769812, -1.881941, -4.748808], [4.896830, 0.838164, -1.849104], [1.674376, -2.056924, 1.854436], [-4.886658, -0.621059, -4.053433], [-2.567452, -2.277130, -2.607666], [-5.344884, 0.665892, 6.473864], [4.061157, -2.844893, 2.834701], [1.300194, 2.038918, -0.882171], [1.073230, 5.163540, 2.819132], [-6.336292, 3.556883, 4.390104], [0.824030, 3.792606, -0.837393], [0.240335, 0.163364, 2.965309], [-7.370437, -2.939148, -1.394769], [-0.269939, 0.994111, -3.995732], [-1.559096, -1.317098, -6.102397], [3.878910, -6.680298, 4.273904], [-6.112823, 0.296634, 1.277607], [-2.688024, -1.207017, 1.146833], [-1.519085, -2.689796, -5.295593], [2.160459, 4.011331, 3.025847], [4.685239, -0.477004, -2.958268], [2.801015, 3.681690, -2.855180], [-3.112927, -0.777507, -1.716622], [-6.412230, -1.540021, 0.753228], [-3.635968, -1.393697, -5.309773], [3.182823, -2.993152, 6.438516], [1.592529, 1.077951, 2.127795], [0.784013, -3.709175, -3.191796], [2.764661, 3.298248, -5.618684], [0.323222, 0.882155, 1.720361], [-5.849290, 0.066774, 0.320572], [1.017936, -1.512423, -3.878530], [-1.887791, 1.440304, 1.157840], [4.476121, 3.941945, -3.256310], [-4.578717, -3.918896, -0.075753], [1.603057, 3.018989, -2.199407], [-2.725958, -3.548220, -3.832021], [-2.875296, -4.298899, 1.641198], [0.740438, -3.368237, 3.209737], [5.838731, 1.283212, -6.824706], [2.789482, -2.387038, 0.550492], [7.155741, -0.457574, -4.087650], [-1.496364, 2.141857, -0.367963], [4.626221, 3.518309, -7.073478], [6.594558, 3.106008, -3.512105], [3.296370, -5.295483, 0.312847], [5.760163, -3.733438, 4.271852], [-3.363697, 3.672388, 3.243159], [-6.421441, -0.298762, 4.611587], [2.626306, 2.435966, 0.403569], [2.261677, 0.710740, -2.937199], [2.187352, 1.308408, 0.289102], [8.023359, 2.431568, -4.187878], [-2.542950, 0.936418, 2.037038], [-8.536222, -1.360096, -0.444169], [-6.143463, -3.554512, -0.578628], [1.609855, -6.276638, 3.712138], [-3.049089, 6.219864, 2.890486], [2.709817, -5.459872, 5.633764], [4.104662, -6.331242, 2.540536], [-8.664377, -1.951024, -2.533928], [-3.593856, 0.344631, -0.387631], [5.221626, 0.918802, 0.763412], [-2.317126, 3.626847, -1.133109], [5.398327, -6.078455, 3.622589], [-6.700059, 1.092199, 2.813019], [-4.034341, -0.281423, -0.749859], [-8.111029, -1.460333, -4.194779], [4.370550, 1.609776, 1.892466], [-0.548763, 5.409429, 2.233937], [5.266884, -0.167360, 2.709688], [1.551551, -0.642981, 2.085259], [2.862920, -1.717142, -3.197890], [5.497471, -2.331361, -3.179748], [-2.782472, 0.874413, -1.806140], [0.416200, 3.499747, 2.961960], [-3.780758, -0.932542, 3.315406], [4.577743, -2.718219, 4.839278], [1.529335, -5.200953, 0.054812], [-9.077090, 0.854284, -1.523473], [-3.194746, -2.693487, 2.234250], [-3.644537, 0.032572, 0.957972], [-1.413700, -2.220820, 0.379253], [-4.453007, 5.107851, 2.997044], [2.479053, -1.932538, 4.037551], [1.950543, 1.088665, 4.575819], [0.137403, -4.726058, 2.303832], [1.202428, -2.971133, 0.318469], [1.509026, 4.797730, -1.992234], [-4.033049, -1.918357, -0.188940], [-1.027267, -1.070654, 1.657974]], "forces_ev_per_a": [[-2.4, -2.8, 6.9], [-1.9, 1.2, 0.6], [-14.6, -7.7, -0.7], [3.7, 0.7, 0.2], [2.1, -5.2, -2.3], [-6.1, -6.1, 0.2], [2.5, 6.8, -4.7], [-0.4, -3.8, -1.9], [7.5, 5.1, 1.3], [-3.4, -12.8, -5.7], [3.6, -3.4, -0.9], [0.7, -1.1, 1.0], [4.9, 3.9, -14.0], [-0.7, 0.1, 2.0], [13.6, 10.2, -0.3], [1.5, 7.0, 4.1], [-2.3, 3.7, 0.5], [1.9, 3.6, 0.6], [-5.0, -1.6, -3.7], [-4.1, 2.3, -0.1], [-1.0, 2.5, 0.0], [0.0, 0.6, -3.3], [0.4, 1.2, 1.5], [1.1, -1.9, 1.0], [-4.0, -4.4, 1.0], [0.4, -0.4, -0.6], [9.3, 5.4, -1.1], [0.6, 1.1, 1.4], [-1.2, -0.7, -0.3], [-0.6, -1.7, 10.1], [-3.2, -1.9, -2.3], [-9.7, -6.1, 0.8], [-5.7, -3.9, 4.2], [-0.4, -2.5, -1.2], [-0.7, -0.6, 0.1], [0.2, 1.8, -0.1], [1.8, -0.9, 0.8], [-1.1, 1.3, 0.1], [1.7, 1.3, -1.3], [2.0, 0.8, -2.5], [3.5, -0.4, 3.5], [0.4, -0.3, -0.1], [2.7, -0.6, 4.6], [-5.0, 5.7, -5.4], [0.2, 0.5, -0.5], [-0.4, -2.6, -3.3], [0.1, 0.0, -1.0], [-0.1, 0.2, 0.7], [-3.0, 0.8, -1.0], [-0.4, 1.1, 1.0], [-0.6, -1.7, -0.5], [-1.6, 1.0, 0.2], [0.6, -0.7, 0.7], [-0.1, 0.7, 0.4], [6.8, 4.4, -3.2], [-1.2, 0.4, -0.6], [0.1, -0.8, 1.0], [1.3, 0.7, 1.6], [1.1, 1.6, 1.3], [1.7, -7.6, 4.6], [-0.6, 0.9, 0.1], [0.2, 0.3, -0.6], [0.9, 0.1, -1.1], [3.8, -1.3, -2.1], [1.2, -1.4, 0.9], [0.4, 1.8, 0.0], [-2.4, -0.5, 0.7], [0.6, -1.2, -2.6], [-2.3, -1.1, 1.9], [-0.6, -0.9, 0.1], [-0.3, -0.7, 0.7], [-0.8, -0.3, -0.6], [0.6, 1.1, -0.1], [1.8, 0.6, 0.3], [0.2, -0.6, -0.9], [-0.8, 2.9, 0.9], [-0.6, -2.7, 0.7], [0.7, 1.0, -1.8], [-2.2, 1.1, 0.3], [1.1, -0.3, 1.2], [2.2, 1.0, 1.3], [0.5, -0.8, 1.5], [-0.2, 0.1, -2.1], [-1.1, -1.4, -0.2], [2.6, 0.0, -0.9], [0.7, -2.2, -0.4], [0.0, 0.2, 0.7], [-2.3, 0.3, 1.4], [0.3, -0.7, -0.5], [1.0, 3.6, -0.1], [0.8, -0.5, -0.3], [0.0, 0.4, -0.1], [-0.5, 1.5, 0.0], [-0.5, -0.2, -0.2], [-0.2, 1.4, -0.1], [-2.9, 1.3, -2.3], [0.0, 0.1, -0.1], [-0.1, -0.5, -0.7], [-1.1, -0.5, 0.2], [0.6, 0.0, 0.1], [0.7, 0.3, -0.3], [0.7, -0.2, -0.5], [0.2, -0.5, 0.0], [-1.2, 0.5, 0.0], [0.3, -0.2, 0.4], [-0.4, -0.3, 0.2], [0.3, 0.0, -0.1], [0.0, 0.0, -0.7], [-0.2, 0.2, 0.4], [-0.8, -1.1, 0.9], [-0.1, 0.1, 0.0], [0.4, 0.8, -0.5], [0.0, 0.0, 0.6], [0.3, -0.3, -0.1], [-3.4, -2.5, 3.3], [0.6, 0.1, 0.5], [0.3, -0.3, 0.3], [-0.8, 0.2, -0.4], [-0.4, -0.3, 0.1], [0.3, -0.3, -0.3], [-0.6, 0.4, -0.3], [1.5, -0.1, -0.3], [0.3, -0.2, -0.4], [2.6, -0.8, 2.7], [0.6, -0.5, -0.6], [0.3, -0.7, -0.3], [0.0, 0.0, 0.3], [-0.6, -0.1, -0.1], [0.7, 0.5, 0.3], [0.2, 0.2, 0.1], [-0.7, -0.1, 0.3], [-0.8, -0.8, -1.7], [-0.4, 0.2, 0.7], [0.4, 0.5, 0.1], [-0.3, 0.0, -0.6], [1.9, 1.4, 2.2], [1.4, 0.4, 0.0], [-0.1, 0.3, -0.6], [-3.3, 0.5, -3.6], [0.7, -0.4, 0.3], [0.0, -0.3, 0.0], [0.4, 0.5, 0.0], [-0.1, -0.6, 0.0], [0.1, 1.3, -1.5], [-0.1, 0.1, -0.1], [0.3, -0.6, 0.2], [0.0, -0.4, -0.1], [0.4, 4.9, -2.7], [0.0, 0.6, 2.4], [-0.8, 0.3, -3.3], [-0.1, -0.1, -0.2], [0.4, 0.3, -0.2], [-0.3, -0.4, -0.1], [0.3, 0.2, -0.2], [0.7, -0.3, -0.2], [-0.5, 0.7, 0.2], [-0.1, 0.0, 2.1], [1.6, 2.2, 0.1], [-0.1, -0.1, -0.6], [-2.7, -1.4, -1.3], [-2.9, 1.6, 1.8], [0.8, 0.5, -0.1], [0.9, 0.0, 0.0], [-2.2, -2.5, -1.2], [-0.4, 0.8, 1.3], [-0.2, 0.2, -0.2], [0.1, -0.2, -0.4], [-2.9, -1.3, 0.7], [-0.9, 2.7, 2.1], [0.2, 0.0, 0.2], [0.6, -0.2, 0.5], [0.3, 0.0, -2.4], [-1.2, -1.6, -0.1], [0.9, 0.3, -0.2], [0.2, -0.8, -0.2], [1.3, 2.6, 6.0], [0.1, -2.1, 0.4], [-1.8, -0.3, -0.2], [0.7, -0.7, -0.5], [0.4, 0.8, 0.6], [-0.3, 3.3, 1.9], [-0.8, -1.1, 0.1], [-0.2, 0.0, -1.0], [-0.3, 0.3, 0.4], [1.1, 0.0, 0.2], [0.3, 0.0, 0.6], [-0.4, 0.4, -0.3], [-0.5, 0.0, 0.1], [0.6, 0.2, -0.1], [0.2, -0.4, -0.2], [-0.9, 1.9, 3.5], [1.0, -0.4, -0.1], [0.1, -0.2, 0.0], [0.1, -1.0, 0.4], [-0.5, -0.4, -0.2], [1.4, -0.5, -1.8], [4.0, 3.2, 0.2], [0.3, 0.0, 0.2], [-0.1, -0.8, -0.3], [0.4, 0.5, 0.3], [0.8, -0.6, 1.2], [-0.2, -0.2, -0.1], [0.1, 0.3, 0.2], [-2.2, 1.7, -2.5], [-0.1, -1.1, -3.2], [-0.3, -0.2, -0.6], [1.9, 0.4, -2.1], [0.2, -0.1, -0.3], [0.8, -0.1, 0.1], [-0.4, 0.2, 0.0], [0.3, 0.2, -0.5], [0.3, -0.2, 0.1], [-0.1, 0.1, 0.2], [-0.6, -0.2, 0.1], [-0.1, -3.3, 1.2], [-0.1, -0.2, 0.1], [0.0, -1.4, -0.3], [0.9, -0.1, -0.4], [0.0, 0.0, 0.4], [-0.1, 0.2, -0.2], [0.3, -0.8, 0.3], [-3.2, -4.8, 2.4], [-0.2, 0.8, 0.0], [2.6, 0.4, -0.5], [3.9, 3.8, -4.0], [-1.1, -2.4, -0.1], [0.1, -0.4, -0.2], [-1.4, -0.6, 1.0], [0.0, 0.0, 0.3], [0.8, -0.1, -0.5], [-0.4, -0.3, -0.1], [0.3, -0.1, -0.4], [0.3, 0.5, 0.3], [-0.5, 0.0, 0.0], [0.4, 0.0, -0.2], [4.4, 4.2, 0.5], [2.3, 3.5, 1.9], [-0.3, -0.5, 0.8], [0.1, 0.4, 0.3], [-0.4, 0.1, -0.3], [-6.5, -5.2, -1.8], [-0.7, -0.5, -0.1], [-0.2, 0.6, 0.5], [-0.1, 0.6, -0.2], [0.8, -0.2, -0.7], [0.2, 1.2, 2.1], [-0.3, 0.1, -1.1], [0.3, 0.5, 0.2], [0.9, 0.8, 0.5], [0.0, 0.1, 0.6], [0.5, 0.4, 0.5], [-1.1, -1.6, 1.9], [0.1, 0.6, -0.2], [-0.2, -0.3, -0.5], [-0.6, 0.1, -0.4], [-0.3, 0.3, 1.4], [0.6, 0.9, -0.3], [0.5, 0.5, 0.3], [0.4, 0.3, 0.3], [0.1, -0.2, 0.3], [0.2, 0.1, -0.5], [-0.4, -3.6, 3.0], [0.5, 0.1, -0.3], [-0.1, 0.3, -0.3], [0.2, 0.1, 0.1]], "lowdin_charge": [-0.03, -0.16, -0.17, -0.19, -0.08, -0.06, -0.04, -0.02, -0.21, -0.04, -0.21, -0.15, -0.05, -0.15, -0.04, 0.09, 0.02, -0.02, 0.07, 0.05, -0.03, 0.02, -0.07, -0.04, -0.14, -0.05, -0.11, -0.37, -0.45, -0.10, -0.17, -0.12, -0.07, -0.14, -0.11, -0.48, -0.27, -0.31, -0.30, -0.08, -0.07, -0.11, -0.14, -0.19, -0.11, -0.12, -0.20, -0.01, -0.04, -0.12, -0.32, -0.02, -0.14, -0.06, -0.11, -0.01, -0.06, -0.02, -0.31, -0.12, -0.01, -0.15, -0.03, -0.41, -0.34, -0.02, -0.17, -0.01, -0.37, -0.14, -0.01, -0.04, -0.02, -0.14, -0.38, -0.25, -0.09, -0.14, -0.23, -0.12, -0.12, -0.08, -0.12, -0.28, -0.03, -0.29, -0.44, -0.06, -0.03, 0.00, -0.04, -0.10, -0.05, -0.02, -0.13, -0.07, 0.08, 0.10, 0.04, 0.12, 0.08, 0.08, 0.07, 0.14, 0.07, 0.11, 0.10, 0.08, 0.10, 0.03, 0.10, 0.08, 0.06, 0.07, 0.08, 0.11, 0.08, 0.04, 0.09, 0.08, 0.09, 0.13, 0.11, 0.06, 0.11, 0.10, 0.11, 0.06, 0.09, 0.12, 0.12, -0.03, 0.09, 0.07, 0.09, 0.10, 0.12, 0.11, 0.01, 0.08, 0.12, 0.08, 0.10, 0.06, 0.11, 0.09, 0.09, 0.05, -0.20, 0.05, 0.12, 0.14, 0.09, 0.09, 0.09, 0.12, 0.14, 0.10, 0.09, 0.06, -0.04, 0.12, 0.10, 0.00, 0.08, 0.12, 0.06, 0.05, 0.08, 0.11, 0.11, 0.03, 0.07, 0.07, 0.09, -0.07, 0.09, -0.10, 0.07, 0.12, -0.10, 0.09, 0.11, 0.08, 0.05, 0.12, 0.05, 0.12, 0.13, 0.08, -0.02, 0.04, 0.12, 0.12, -0.03, 0.05, 0.01, 0.12, 0.15, 0.03, 0.08, 0.11, 0.12, 0.02, 0.06, -0.11, 0.02, 0.09, 0.06, 0.09, 0.10, 0.09, 0.10, 0.11, 0.09, 0.08, 0.07, 0.11, 0.07, 0.08, 0.09, -0.34, 0.10, 0.06, -0.08, 0.08, 0.08, 0.10, 0.11, 0.06, 0.10, 0.10, 0.12, 0.07, 0.06, 0.06, -0.22, 0.07, 0.08, 0.08, -0.04, 0.08, 0.04, 0.04, 0.13, 0.04, -0.08, 0.10, 0.09, 0.11, 0.10, 0.05, 0.08, 0.12, 0.08, 0.07, 0.08, 0.12, 0.09, 0.14, 0.12, 0.10, 0.13, 0.09, 0.10]}